(1)
Formula: C40H98N7P
Source: the OMol25 dataset
Level of theory: ωB97M-V with the def2-TZVPD basis set

Its LUMO energy is 0.29 eV. As for the SMILES: CCCCCP(N=C(C)C)NCC.CCN(CC)CC.CCN(CC)CC.CCN(CC)CC.CCN(CC)CC.CCN(CC)CC. The total energy is -2307.18815 Eh. For the HOMO energy, the calculation gives -0.2738 Ha.

Structure (XYZ):
```
146
C40H98N7P ωB97M-V with the def2-TZVPD basis set
C 1.396 -3.766 0.810
C 1.782 -5.296 1.231
C 1.962 -6.360 0.010
C 1.542 -5.839 -1.480
C -0.055 -6.046 -1.861
P -1.235 -6.065 -0.362
N -2.788 -5.256 -0.703
C -2.901 -4.044 -0.072
C -2.456 -3.679 1.460
C -3.622 -2.819 -0.953
N -1.715 -7.784 -0.010
C -1.865 -7.786 1.520
C -2.919 -8.908 2.081
H 0.585 -3.658 -0.027
H 0.926 -3.258 1.783
H 2.378 -3.124 0.591
H 2.783 -5.291 1.881
H 0.918 -5.689 1.954
H 1.382 -7.354 0.306
H 3.110 -6.677 -0.025
H 1.907 -4.739 -1.744
H 2.131 -6.536 -2.252
H -0.196 -7.025 -2.521
H -0.389 -5.150 -2.553
H -1.989 -2.582 1.473
H -1.740 -4.447 1.975
H -3.454 -3.588 2.109
H -2.830 -2.050 -1.342
H -4.295 -3.276 -1.805
H -4.365 -2.288 -0.185
H -2.723 -7.861 -0.343
H -0.798 -7.865 2.002
H -2.326 -6.724 1.791
H -4.018 -8.531 1.917
H -2.755 -8.971 3.262
H -2.726 -9.980 1.649
C -2.090 1.499 -2.696
C -2.523 0.613 -3.861
N -3.977 0.479 -3.994
C -4.379 -0.591 -4.910
C -4.000 -0.441 -6.380
C -4.736 1.725 -4.117
C -4.381 2.660 -5.268
H -2.532 1.157 -1.754
H -1.001 1.464 -2.587
H -2.369 2.545 -2.853
H -2.093 -0.379 -3.680
H -2.066 0.990 -4.783
H -5.463 -0.743 -4.840
H -3.944 -1.530 -4.545
H -4.625 0.300 -6.883
H -4.157 -1.393 -6.899
H -2.950 -0.167 -6.516
H -4.629 2.286 -3.181
H -5.809 1.497 -4.168
H -3.303 2.798 -5.381
H -4.816 3.649 -5.085
H -4.789 2.306 -6.217
C -6.389 -1.662 8.037
C -5.043 -1.354 7.386
N -4.558 -2.416 6.501
C -3.152 -2.255 6.118
C -2.786 -1.035 5.279
C -5.457 -2.824 5.419
C -5.912 -1.751 4.435
H -6.362 -2.620 8.567
H -6.636 -0.883 8.766
H -7.200 -1.691 7.304
H -4.323 -1.217 8.200
H -5.113 -0.392 6.864
H -2.811 -3.157 5.595
H -2.553 -2.224 7.037
H -3.113 -1.145 4.243
H -1.697 -0.918 5.257
H -3.203 -0.109 5.683
H -6.352 -3.271 5.868
H -5.002 -3.648 4.856
H -6.223 -0.828 4.931
H -6.773 -2.118 3.865
H -5.132 -1.511 3.709
C 3.187 0.437 -1.079
C 4.514 0.758 -0.398
N 4.368 1.453 0.884
C 5.625 2.017 1.385
C 6.740 1.042 1.748
C 3.535 0.792 1.891
C 3.927 -0.618 2.320
H 2.576 1.338 -1.199
H 3.372 0.022 -2.076
H 2.609 -0.305 -0.519
H 5.075 1.401 -1.086
H 5.093 -0.168 -0.293
H 5.418 2.655 2.253
H 6.014 2.704 0.623
H 6.534 0.525 2.687
H 7.677 1.591 1.887
H 6.915 0.297 0.967
H 2.506 0.758 1.515
H 3.470 1.426 2.785
H 4.173 -1.263 1.472
H 3.090 -1.086 2.849
H 4.773 -0.611 3.010
C -0.059 7.405 2.529
C 0.855 6.572 1.634
N 2.106 6.167 2.281
C 3.097 5.632 1.342
C 2.752 4.337 0.615
C 1.979 5.432 3.541
C 1.176 4.135 3.526
H 0.467 8.279 2.927
H -0.917 7.765 1.951
H -0.453 6.822 3.367
H 1.093 7.192 0.762
H 0.294 5.707 1.260
H 4.056 5.502 1.860
H 3.293 6.401 0.584
H 2.830 3.471 1.276
H 3.462 4.175 -0.203
H 1.751 4.356 0.177
H 1.527 6.100 4.283
H 2.977 5.222 3.945
H 0.231 4.230 2.984
H 0.931 3.844 4.553
H 1.746 3.311 3.091
C 3.610 4.242 -7.670
C 3.919 4.625 -6.225
N 2.982 4.061 -5.250
C 3.100 4.661 -3.918
C 4.409 4.454 -3.164
C 2.823 2.605 -5.267
C 4.072 1.754 -5.060
H 2.579 4.499 -7.935
H 4.276 4.784 -8.349
H 3.760 3.173 -7.850
H 3.869 5.719 -6.171
H 4.956 4.348 -5.998
H 2.271 4.315 -3.288
H 2.936 5.742 -4.019
H 4.493 3.438 -2.774
H 4.447 5.129 -2.302
H 5.286 4.668 -3.782
H 2.376 2.320 -6.227
H 2.070 2.310 -4.525
H 4.923 2.103 -5.651
H 3.867 0.722 -5.365
H 4.368 1.720 -4.009
```



(2)
Formula: C30H44BrCoN6O4S
Source: the OMol25 dataset
Level of theory: ωB97M-V with the def2-TZVPD basis set

The total charge is +1. Its LUMO energy (spin up / spin down) is -3.34 / -4.97 eV. The spin multiplicity is 2. The total energy is -6153.67102 Eh. For the HOMO energy (spin up / spin down), the calculation gives -0.3712 / -0.3642 Ha.

Structure (XYZ):
```
87
C30H44BrCoN6O4S ωB97M-V with the def2-TZVPD basis set
Co 0.788 0.614 0.505
O -1.603 2.444 4.991
C -0.687 3.259 4.408
C -0.190 4.299 5.193
C 0.772 5.155 4.694
C 1.277 4.972 3.412
C 0.772 3.950 2.628
C -0.230 3.103 3.097
C -0.816 2.038 2.175
O -0.033 0.918 2.060
N -1.018 2.588 0.834
N -0.225 2.038 -0.122
C -0.002 2.898 -1.192
C 0.189 2.538 -2.441
Br 1.560 -0.030 -1.526
C 0.259 2.301 -3.720
C -0.902 2.320 -4.630
C -2.195 2.550 -4.155
C -3.258 2.652 -5.033
C -3.046 2.521 -6.400
C -1.770 2.273 -6.879
C -0.703 2.167 -6.000
H -1.864 1.729 4.405
H -0.582 4.408 6.196
H 1.131 5.965 5.315
H 2.047 5.626 3.023
H 1.165 3.803 1.628
H -1.816 1.749 2.544
H -1.129 3.594 0.769
H -0.018 3.965 -0.955
H 1.225 2.083 -4.166
H -2.353 2.664 -3.090
H -4.253 2.847 -4.655
H -3.873 2.626 -7.090
H -1.603 2.170 -7.943
H 0.293 1.984 -6.384
O 1.282 -1.234 1.422
H 1.423 -1.105 2.367
H 2.042 -1.691 1.037
N 2.714 1.244 1.579
C 3.188 1.587 2.578
N 3.727 2.004 3.694
C 5.170 1.923 3.932
C 5.429 0.809 4.940
O 4.705 1.037 6.134
C 3.309 1.073 5.905
C 2.942 2.175 4.918
H 5.499 2.877 4.347
H 5.694 1.737 2.997
H 6.480 0.764 5.219
H 5.131 -0.154 4.500
H 2.837 1.253 6.870
H 2.964 0.102 5.517
H 3.190 3.148 5.345
H 1.880 2.150 4.682
C 0.343 -6.928 -1.026
C -1.087 -7.010 -0.486
C -1.973 -5.789 -0.764
C -1.742 -4.582 0.154
N -0.463 -3.908 -0.083
C -0.068 -3.079 -1.051
S 1.637 -3.015 -1.339
N -0.831 -2.280 -1.772
C -2.271 -2.047 -1.794
C -2.944 -2.670 -3.027
C -3.090 -1.695 -4.196
C -1.761 -1.138 -4.702
H 0.818 -7.906 -0.961
H 0.974 -6.233 -0.470
H 0.346 -6.621 -2.073
H -1.067 -7.205 0.590
H -1.565 -7.871 -0.955
H -3.017 -6.087 -0.641
H -1.841 -5.466 -1.801
H -1.726 -4.909 1.195
H -2.562 -3.879 0.055
H 0.319 -4.413 0.300
H -0.303 -1.727 -2.434
H -2.420 -0.965 -1.800
H -2.711 -2.424 -0.878
H -3.936 -3.028 -2.746
H -2.361 -3.537 -3.347
H -3.743 -0.870 -3.899
H -3.595 -2.221 -5.008
H -1.295 -0.471 -3.970
H -1.917 -0.559 -5.611
H -1.065 -1.947 -4.936
```